Molecular formula: C9H13N2S2
Method: DFT, ωB97M-V/def2-TZVPD

Structure (XYZ):
```
26
Properties=species:S:1:pos:R:3:forces:R:3
C 0.6898 2.3341 -2.3488 -0.346 2.613 -4.375
C 1.1958 1.8687 -3.5913 1.408 1.894 -0.273
C 0.6474 1.4631 -1.3509 -1.463 -0.953 3.491
C 1.1782 0.3032 -1.6829 1.127 0.003 -2.667
C 0.9507 -1.0721 0.2570 1.003 -1.700 -0.513
C -1.2760 -0.0980 0.3227 0.913 1.128 0.486
C 1.5649 -2.2808 0.9324 -2.226 2.247 0.820
C -1.6450 -0.6928 -0.9837 1.245 -2.697 0.120
C -1.7332 1.6022 2.5442 -1.985 0.931 0.121
N 0.0055 -0.3171 0.8976 -2.438 -0.690 -0.419
N 1.3403 -0.8277 -0.9642 -0.100 1.012 0.180
S 1.9144 0.3277 -3.4686 -1.158 0.003 0.995
S -2.3138 1.1092 0.9236 0.330 -1.185 -0.506
H 0.2254 3.3235 -2.3551 0.280 -0.173 0.144
H 1.4160 2.5768 -4.5073 -0.707 -1.847 1.851
H 2.5791 -2.2917 0.7541 2.330 -0.051 -0.002
H 1.1360 -3.1181 0.4826 -0.789 -1.740 -0.412
H 1.3016 -2.2208 1.9933 0.385 -0.414 -0.133
H -2.6616 -0.8479 -1.2747 -0.997 1.140 0.361
H -1.3454 -1.8099 -1.0919 0.373 1.762 0.584
H -1.0681 -0.1422 -1.7177 0.109 0.242 -0.586
H -0.6814 1.6813 2.6482 1.023 0.836 -0.346
H -2.0110 0.8090 3.2282 -0.525 0.117 0.309
H -2.3729 2.5703 2.7105 1.617 -1.794 0.083
H -0.0407 -0.5585 1.8829 0.039 0.569 0.112
H 1.9097 -1.4357 -1.5168 0.550 -1.253 0.574
```
Positions in Å, forces in eV/Å.

* charge: +1
* DFT total energy: -34182.55385 eV
* 2S+1: 1
* M: 213.4 g/mol